DFT (ωB97M-V/def2-TZVPD) results for C2H7N7 as an isolated structure in a non-equilibrium geometry.

Structure (XYZ):
```
16
Properties=species:S:1:pos:R:3:forces:R:3:lowdin_charge:R:1
C 0.718015 0.841913 -0.171645 4.170 -2.848 1.280 -0.319
C -0.715406 0.662841 0.008051 -3.292 1.947 0.996 -0.424
H -2.916785 -0.395397 0.787813 0.792 -1.263 -4.088 0.141
H -2.882641 -0.933774 -1.172386 0.612 0.849 2.979 0.118
H 0.068896 -1.805345 0.959888 -0.033 -0.491 1.578 0.089
H 3.056773 -0.372406 -0.866052 -1.238 -2.652 4.643 0.234
H 2.855348 -0.708074 1.179057 -0.755 -0.325 -3.329 0.123
H 0.872093 2.549716 -0.113370 0.375 1.586 -0.114 0.021
H -1.495365 2.498800 0.036686 -0.450 -2.967 1.592 0.097
N -2.536985 -0.932520 -0.142701 2.858 -0.504 1.492 0.041
N -1.017354 -0.627147 -0.144384 -3.531 -0.301 -0.485 -0.162
N 0.053424 -1.526850 0.012645 1.385 1.087 -1.744 0.085
N 1.212026 -0.537380 -0.085569 -2.651 0.427 0.075 -0.225
N 2.502364 -1.048517 0.155102 1.270 3.850 -2.142 -0.007
N 1.569386 1.822049 -0.162104 -2.350 -1.493 -0.189 0.128
N -1.722001 1.441501 0.391287 2.838 3.098 -2.544 0.060
```
Positions in Å, forces in eV/Å.

For the energy relative to the best compared isomer or geometry (same formula, charge and spin), the calculation gives 106.8 kcal per mole. For the total energy, the calculation gives -463.41514 Eh. Its net charge is 0.

DFT (ωB97M-V/def2-TZVPD) results for a 2-piece molecular cluster, C2H7NO overall in a non-equilibrium geometry.

Structure (XYZ):
```
11
Properties=species:S:1:pos:R:3:forces:R:3:lowdin_charge:R:1
C 0.506398 -0.014368 -1.626177 -0.706 0.015 -0.974 -0.010
C -0.666654 0.574152 -1.303088 2.846 0.521 -0.344 -0.274
O -0.925710 1.090945 -0.088546 -1.900 -0.053 0.625 -0.017
H 0.827094 0.092461 -2.656117 -0.524 -0.645 -0.272 0.038
H 1.228912 -0.573292 -1.044836 -0.216 0.607 0.760 0.044
H -1.331361 0.954190 -2.078777 0.039 -0.034 0.365 0.109
H -0.271585 0.902315 0.584426 0.439 -0.258 -0.377 0.052
N 0.360585 -0.763099 1.957383 0.533 -0.954 -0.146 0.025
H -0.315200 -1.007592 1.249732 -0.199 0.501 0.008 0.008
H 0.346341 0.179037 2.304392 -0.438 0.059 0.129 0.008
H 0.241180 -1.434744 2.701608 0.126 0.241 0.228 0.016
```
Positions in Å, forces in eV/Å.

For the energy relative to the best compared isomer or geometry (same formula, charge and spin), the calculation gives 36.0 kcal per mole. Its structure (SMILES) is C=CO.N. For the total energy, the calculation gives -210.34134 Eh. Its net charge is 0.